{
  "formula": "C32H96O16",
  "method": "wB97M-V/def2-TZVPD",
  "homo_lumo_gap_ha": 0.352,
  "e_above_lowest_ev": 5.987,
  "homo_energy_ha": -0.34242,
  "lumo_energy_ev": 0.25,
  "elements": ["C", "C", "O", "H", "H", "H", "H", "H", "H", "C", "C", "O", "H", "H", "H", "H", "H", "H", "C", "C", "O", "H", "H", "H", "H", "H", "H", "C", "C", "O", "H", "H", "H", "H", "H", "H", "C", "C", "O", "H", "H", "H", "H", "H", "H", "C", "C", "O", "H", "H", "H", "H", "H", "H", "C", "C", "O", "H", "H", "H", "H", "H", "H", "C", "C", "O", "H", "H", "H", "H", "H", "H", "C", "C", "O", "H", "H", "H", "H", "H", "H", "C", "C", "O", "H", "H", "H", "H", "H", "H", "C", "C", "O", "H", "H", "H", "H", "H", "H", "C", "C", "O", "H", "H", "H", "H", "H", "H", "C", "C", "O", "H", "H", "H", "H", "H", "H", "C", "C", "O", "H", "H", "H", "H", "H", "H", "C", "C", "O", "H", "H", "H", "H", "H", "H", "C", "C", "O", "H", "H", "H", "H", "H", "H"],
  "positions_angstrom": [[-4.413899, -3.392398, 0.410990], [-3.295599, -2.256348, 0.408090], [-3.287179, -1.448898, 1.580900], [-4.173559, -4.240078, 1.052690], [-4.633729, -3.606558, -0.634920], [-5.374229, -3.084128, 0.824310], [-3.414889, -1.548928, -0.412530], [-2.312909, -2.712598, 0.288700], [-2.489499, -0.919418, 1.510400], [-6.882079, -1.318398, 4.823390], [-5.689579, -1.800848, 3.996960], [-5.367979, -0.848838, 2.994670], [-7.667989, -1.056308, 4.115030], [-6.565789, -0.462908, 5.420200], [-7.162229, -2.065828, 5.565650], [-5.921859, -2.764368, 3.543340], [-4.871659, -1.937958, 4.704280], [-4.596949, -1.212088, 2.552900], [7.046791, -0.352918, 0.373400], [7.575681, -1.035988, -0.882190], [8.952321, -1.019718, -0.788140], [5.984941, -0.355068, 0.127280], [7.556571, 0.607332, 0.451770], [7.241601, -0.932988, 1.275430], [7.273201, -0.448808, -1.749270], [7.250741, -2.064598, -1.038670], [9.366751, -1.751108, -1.251720], [-2.913199, 3.109332, 0.617470], [-1.845899, 3.612532, 1.595660], [-1.557399, 4.911542, 1.116910], [-3.242169, 2.113502, 0.914460], [-2.473099, 2.909642, -0.359540], [-3.867679, 3.611432, 0.459470], [-0.993359, 2.943632, 1.713330], [-2.307159, 3.715302, 2.577890], [-2.434799, 5.294872, 1.047480], [-2.909159, -3.586788, 5.951090], [-2.171239, -2.519948, 4.982960], [-1.011819, -2.009448, 5.526230], [-2.202909, -3.939548, 6.702670], [-3.444879, -4.404568, 5.469080], [-3.620009, -2.953068, 6.481370], [-2.784139, -1.687048, 4.638400], [-1.851869, -3.066288, 4.095480], [-0.334169, -2.668318, 5.694460], [0.830911, 0.507452, -1.255350], [-0.475109, 0.542672, -0.449310], [-0.722379, -0.765218, -0.152250], [0.642621, -0.208418, -2.055460], [1.745331, 0.202032, -0.746760], [0.945431, 1.483012, -1.727860], [-1.326979, 0.836272, -1.062670], [-0.391889, 1.099752, 0.483880], [-0.229619, -0.929048, 0.655180], [-2.830959, 1.175512, 6.404300], [-2.303929, 1.419582, 4.986520], [-0.995219, 0.767952, 4.875720], [-2.090639, 1.446912, 7.156870], [-2.924549, 0.108782, 6.607840], [-3.769589, 1.691772, 6.605670], [-2.216659, 2.502402, 5.075850], [-3.102309, 1.169612, 4.287810], [-1.136219, -0.148018, 5.126140], [0.892551, -5.141968, 1.640030], [-0.467159, -5.186878, 2.374300], [-1.310229, -6.151488, 1.834470], [1.570441, -4.451558, 2.141920], [0.819081, -4.677228, 0.656810], [1.341301, -6.135238, 1.628800], [-0.957739, -4.247428, 2.119570], [-0.510519, -5.349338, 3.451250], [-2.215859, -5.887078, 2.011990], [1.302091, 3.332002, -6.225470], [2.793801, 3.889962, -6.206620], [3.386011, 3.870252, -4.872530], [1.100831, 2.317092, -5.882620], [0.845491, 3.291812, -7.214410], [0.538081, 3.849032, -5.644890], [2.880511, 4.915832, -6.564640], [3.460761, 3.250752, -6.785130], [4.325631, 4.034092, -4.981460], [0.766751, 5.701412, -1.558750], [1.644911, 4.949522, -2.519530], [2.304831, 5.825202, -3.412210], [0.017521, 6.260502, -2.119260], [1.440971, 6.390262, -1.049810], [0.330421, 5.051192, -0.800510], [1.009871, 4.283162, -3.103300], [2.434221, 4.418552, -1.987400], [2.668391, 5.299642, -4.128590], [3.693271, -3.808868, -1.590580], [2.386581, -3.237128, -1.187960], [1.452041, -4.170768, -1.651230], [3.861351, -3.918378, -2.661960], [3.760091, -4.810798, -1.166580], [4.509721, -3.131018, -1.341540], [2.111841, -2.247918, -1.554110], [2.365891, -3.068288, -0.111320], [0.639121, -3.916318, -1.208480], [2.125641, -1.808788, 2.848250], [1.288851, -0.621318, 2.690580], [-0.005499, -0.994368, 2.597800], [3.032431, -1.524798, 3.382260], [2.414141, -2.245878, 1.892310], [1.713621, -2.587178, 3.490480], [1.621831, -0.085848, 1.801480], [1.294491, 0.045552, 3.552760], [-0.371179, -0.844428, 3.472680], [5.708061, 4.904032, -3.326100], [6.759711, 4.173872, -4.086950], [6.325121, 4.159892, -5.440800], [4.855881, 4.334222, -2.955690], [5.430481, 5.810962, -3.863240], [6.208561, 5.183602, -2.399040], [6.811181, 3.125692, -3.792400], [7.732721, 4.650422, -4.206380], [7.138081, 3.935502, -5.899430], [4.226491, -0.641198, -4.171160], [3.027771, -0.254248, -4.959970], [3.289561, 0.769182, -5.889320], [5.063141, -1.008188, -4.765660], [4.111771, -1.385158, -3.382820], [4.521321, 0.246982, -3.612310], [2.099101, -0.127528, -4.403540], [2.835331, -0.969968, -5.759230], [3.033921, 1.604212, -5.490620], [-2.614179, -2.255848, -4.222610], [-1.155869, -2.017928, -4.046680], [-0.569169, -1.700318, -5.289060], [-3.058659, -1.443858, -4.798130], [-3.107309, -2.367158, -3.256930], [-2.888389, -3.149598, -4.783070], [-0.671989, -2.866398, -3.562880], [-1.026849, -1.224138, -3.310910], [-0.832809, -2.431658, -5.852300], [-7.718639, 1.572082, 1.806980], [-6.227229, 2.111832, 1.863990], [-5.732549, 2.116222, 3.204560], [-7.629399, 0.506942, 2.020510], [-8.039779, 1.637422, 0.767410], [-8.364009, 2.094162, 2.513410], [-6.266399, 3.120022, 1.451540], [-5.625529, 1.616252, 1.102120], [-5.766899, 1.185152, 3.435920]],
  "forces_ev_per_angstrom": [[0.5, 1.7, 0.4], [-1.0, -0.9, -0.2], [0.1, -0.7, 0.2], [0.5, -0.2, -0.5], [0.3, -0.6, 0.1], [0.0, 0.7, 0.0], [-0.3, -0.4, -0.4], [0.0, -0.2, -0.1], [0.3, 0.3, 0.1], [0.8, 0.0, -0.3], [-0.6, 0.2, 0.7], [-0.8, -0.1, 1.0], [-0.3, 0.0, 0.4], [-0.2, 0.3, -0.2], [-0.3, -0.2, -0.3], [0.0, -0.2, -0.1], [0.3, -0.1, -0.1], [0.6, 0.3, -0.7], [-0.2, -1.1, -1.0], [-0.1, 0.1, 0.2], [2.2, 0.0, 0.1], [-0.3, 0.8, 0.8], [-0.5, 0.1, 0.0], [0.0, 0.0, -0.1], [-0.3, 0.1, -0.2], [-0.5, 0.0, 0.3], [-0.1, 0.0, -0.1], [0.4, -2.5, -0.1], [-2.4, 0.5, -0.4], [1.2, 0.4, 0.3], [-0.1, -0.3, 0.3], [0.1, 0.4, -0.2], [0.4, 0.8, 0.5], [0.2, 0.4, -0.5], [0.1, -0.2, 0.3], [0.2, 0.4, -0.1], [0.3, 2.5, -0.4], [-0.7, -3.3, -0.6], [1.1, 1.5, 1.2], [0.1, -0.2, -0.2], [0.3, 0.2, -0.2], [-0.3, -0.4, 0.3], [-0.2, -0.1, 0.4], [-0.4, -0.1, -0.5], [-0.2, -0.2, -0.1], [-0.9, 1.2, -0.9], [1.4, 0.5, -0.8], [-1.0, -2.6, 1.3], [0.2, 0.0, -0.1], [-0.2, 0.1, 0.4], [0.6, 0.1, -0.1], [0.2, 0.7, 0.0], [-0.2, 0.6, -0.2], [-0.2, -0.6, 0.4], [0.3, -1.0, 0.3], [0.2, 0.3, 2.4], [-1.4, 1.1, -0.9], [0.1, 0.6, -0.1], [-0.5, -0.3, -0.2], [0.0, -0.1, -0.1], [0.8, 0.1, -1.2], [0.5, -0.3, -0.6], [0.1, -0.3, 0.5], [-0.4, 0.0, 1.1], [0.0, 1.3, -0.8], [-0.6, -1.5, -1.0], [0.0, -0.2, 0.4], [-0.4, -0.7, -0.1], [0.1, 0.1, -0.3], [0.2, 0.7, 0.6], [1.0, 0.4, 0.3], [0.0, -0.1, 0.0], [0.1, 0.2, 0.2], [-0.6, -0.9, 0.6], [-1.3, -0.4, -0.5], [1.0, -0.3, 0.2], [0.6, 0.4, -0.4], [0.6, 0.9, 0.2], [-0.4, 0.0, -0.3], [-0.4, 0.0, -0.5], [0.3, -0.1, -0.3], [0.8, 0.4, 0.0], [0.1, -0.2, -0.5], [-0.6, 1.2, 0.3], [-0.1, 0.0, 0.2], [-0.3, 0.3, 0.2], [-0.2, 0.0, -0.2], [0.1, -0.6, 0.0], [-0.2, -0.6, 0.2], [0.2, -0.4, 0.0], [1.3, 0.5, -0.6], [0.0, 0.6, -0.3], [-1.1, -0.1, 0.5], [-0.7, -0.1, -0.2], [0.4, 0.2, 0.2], [0.2, -0.3, 0.7], [0.5, 0.2, -0.6], [-0.1, -0.6, 0.4], [-0.5, -0.3, -0.3], [2.2, -1.1, 0.8], [1.2, 1.3, 0.7], [-3.4, -0.7, -1.0], [0.4, 0.0, -0.3], [-0.1, -0.1, 0.1], [-0.5, 0.1, -0.1], [-0.1, 0.4, -0.1], [1.0, 0.3, 0.0], [-0.6, 0.0, -0.1], [1.0, 0.7, 1.6], [-0.6, -0.6, -1.1], [-0.1, -0.3, -1.1], [0.0, -0.1, -0.7], [-0.2, -0.1, 0.2], [-0.1, 0.5, 0.2], [0.5, 0.0, 0.5], [0.1, 0.1, 1.4], [-0.4, -0.1, -0.8], [0.8, 0.3, 1.3], [-0.6, -1.8, -2.2], [0.2, 1.8, 0.3], [-0.1, 0.3, -0.3], [-0.7, -0.3, -0.1], [0.5, 0.2, 0.0], [0.1, 0.3, 0.2], [-0.5, -1.3, 0.9], [0.3, 0.3, 0.1], [-1.2, -0.2, 0.0], [0.0, -0.2, 0.6], [0.4, 0.1, 0.2], [-0.1, 0.3, 0.3], [-0.1, 0.2, 0.1], [0.4, -0.3, -0.1], [0.2, -0.4, -0.2], [0.2, 0.5, -0.4], [0.2, 0.0, -0.4], [2.2, -0.2, -0.3], [-2.1, 0.6, -0.2], [0.0, 0.1, -1.2], [-0.4, -0.1, 0.3], [-0.4, 0.2, 0.1], [0.0, -0.1, -0.2], [0.2, 0.5, 0.6], [0.3, -0.7, 0.5], [0.3, -0.5, 0.3]]
}